# 1
A structure of composition C18H29N4NiO9P2S. Source: the OMol25 dataset; level of theory: wB97M-V/def2-TZVPD.

Geometry as ORCA input:
```
! RIJCOSX wB97M-V def2-TZVPD def2/J DEFGRID3
* xyz -1 3
Ni -0.01156 0.14696 -0.32999
C -0.26214 -2.92727 0.44887
N -1.10797 -1.72311 0.37160
C -1.26316 -1.20999 1.74057
C -2.46809 -2.07368 -0.10079
C -1.50652 -1.80708 -2.42345
N -0.27961 0.22378 -2.56943
C 0.57860 -0.55903 -3.47801
C -0.31990 1.57184 -3.17931
H -0.69005 -3.63477 1.17326
H 0.74537 -2.65064 0.74926
H -0.19511 -3.42720 -0.51580
H -1.73474 -1.97071 2.37539
H -1.88774 -0.31969 1.72709
H -0.29441 -0.93993 2.14859
H -3.10677 -1.22322 0.10422
H -2.84349 -2.91409 0.49862
H -1.51481 -2.24609 -3.41680
H -0.54712 -2.03540 -1.96469
H 0.12130 -0.61753 -4.47383
H 0.78764 -1.55218 -3.10269
H 1.53289 -0.04787 -3.52106
H -0.48652 1.48033 -4.25609
H 0.64938 2.03604 -2.99823
H -1.09283 2.19279 -2.76453
C -5.55681 1.65341 4.81311
C -4.76201 1.88819 3.54842
C -5.38555 2.30122 2.37509
C -4.65161 2.52536 1.21545
C -3.27991 2.32923 1.23480
C -2.62941 1.92985 2.39975
C -3.37796 1.71088 3.54396
S -2.32441 2.59682 -0.23366
O -3.21260 3.19467 -1.19603
O -1.18900 3.38111 0.19445
N -1.77316 1.19045 -0.72430
C -2.49085 0.36605 -1.60891
C -3.83155 0.19183 -1.61099
C -4.51149 -0.96486 -2.15810
C -3.97373 -2.19192 -2.15098
C -2.58489 -2.45682 -1.59703
N -1.63795 -0.34382 -2.53114
H -6.62889 1.65356 4.61101
H -5.35360 2.43371 5.55168
H -5.29376 0.69554 5.26906
H -6.46071 2.44944 2.36708
H -5.12429 2.86110 0.29870
H -1.55122 1.78714 2.39052
H -2.87753 1.39519 4.45550
H -4.41705 0.87141 -1.00470
H -5.54886 -0.84858 -2.46875
H -4.54621 -3.03894 -2.52267
H -2.38128 -3.52421 -1.68822
O 3.89649 -0.05936 0.29307
P 2.70295 0.10566 -0.73161
O 3.19024 0.37702 -2.09187
O 1.64022 -0.98247 -0.51284
O 1.85997 1.46188 -0.18420
P 1.49511 1.65220 1.43133
O 1.22531 3.20385 1.53930
O 2.66668 1.25978 2.24973
O 0.19799 0.87149 1.58743
H 3.65207 0.29628 1.20158
H 0.35667 3.42130 1.11934
*
```

Computed properties:
ΔE to the lowest compared entry with this formula, charge and spin, kcal per mole: 73.1

---

# 2
A structure of composition C18H29N5O9SW. Source: the OMol25 dataset; level of theory: wB97M-V/def2-TZVPD.

Geometry as ORCA input:
```
! RIJCOSX wB97M-V def2-TZVPD def2/J DEFGRID3
* xyz 0 3
W -6.86622 -11.22454 1.63735
O -5.87119 -13.55578 -1.74124
C -6.57339 -12.96267 -0.94673
O -6.13044 -12.24643 0.04749
C -8.07879 -12.93424 -1.04654
C -8.66577 -13.42244 0.34082
C -10.12312 -13.77592 0.08879
C -10.75420 -12.45487 -0.31121
C -9.59590 -11.45787 -0.04200
O -8.80484 -12.13315 1.06965
C -8.62346 -11.51611 -1.21801
C -7.65467 -10.35375 -1.05091
O -7.14694 -9.83204 -1.99748
O -7.47346 -9.97708 0.22674
H -8.45454 -13.60711 -1.84938
H -8.07318 -14.13204 0.90629
H -10.51239 -13.99818 1.05500
H -10.32473 -14.62247 -0.57615
H -11.63080 -12.25603 0.28002
H -11.03935 -12.41526 -1.35151
H -9.88676 -10.45952 0.23848
H -9.15769 -11.41612 -2.17403
C -5.13183 -13.76117 2.59747
N -5.04948 -12.29500 2.71861
C -5.09776 -11.96902 4.18864
C -3.85015 -11.67467 2.13724
C -3.98236 -10.15282 2.22466
N -5.07091 -9.74834 1.35358
C -5.43590 -8.39098 1.70209
C -4.64657 -9.73600 -0.08795
H -4.19067 -14.22890 2.94278
H -5.09609 -14.03034 1.56438
H -6.00719 -14.12152 3.09044
H -4.12926 -12.17722 4.65319
H -5.82708 -12.56783 4.68874
H -5.40640 -10.94696 4.32428
H -3.76331 -12.01280 1.13048
H -2.98909 -11.99976 2.73958
H -3.00135 -9.69233 1.97875
H -4.23472 -9.79554 3.25612
H -4.58630 -7.69973 1.44042
H -5.72332 -8.34417 2.70678
H -6.25109 -8.07117 1.10831
H -3.63200 -9.34252 -0.16363
H -5.34439 -9.20114 -0.71159
H -4.60970 -10.76275 -0.43444
O -7.67036 -10.44435 5.30741
S -8.26622 -10.65303 4.03432
O -9.68322 -10.81117 3.94663
O -7.68553 -9.67048 2.94449
O -7.57808 -11.90861 3.41597
N -7.92446 -18.09633 6.77028
C -8.12413 -16.87013 6.18749
C -8.06742 -16.67670 4.80131
N -8.26510 -15.48995 4.24326
C -8.59673 -14.49453 5.08330
C -8.64497 -14.67443 6.45144
N -8.37735 -15.85932 6.97416
H -7.28065 -18.75685 6.32992
H -7.88609 -18.09377 7.81154
H -7.82684 -17.51117 4.14570
H -8.70361 -13.49126 4.69468
H -8.84635 -13.83542 7.06446
*
```

Computed properties:
ΔE to the lowest compared entry with this formula, charge and spin, kcal per mole: 0.0

---

# 3
The molecule C18H29NOS. Source: the OMol25 dataset; level of theory: wB97M-V/def2-TZVPD.

Geometry as ORCA input:
```
! RIJCOSX wB97M-V def2-TZVPD def2/J DEFGRID3
* xyz 0 1
C 4.58341 1.20680 3.61840
S 2.90182 1.87968 3.72938
C 1.92341 0.43613 3.20856
C 2.04567 0.09407 1.70775
C 2.87738 -1.17259 1.49128
N 0.77610 -0.02357 1.01435
C 0.11681 1.23989 0.75306
C -0.97439 1.05444 -0.30116
C -2.00229 -0.02051 0.07708
C -2.88668 0.49990 1.23656
O -3.86038 -0.41859 1.67116
C -2.97482 -0.29930 -1.08928
C -2.48974 -1.16360 -2.26203
C -1.38396 -0.55046 -3.07381
C -1.61202 0.61508 -3.79837
C -0.60328 1.19440 -4.54497
C 0.65271 0.61213 -4.58705
C 0.88709 -0.55740 -3.88606
C -0.12511 -1.13463 -3.13905
C -1.22380 -1.27762 0.48544
C -0.16424 -0.98758 1.54730
H 5.24194 1.94865 4.05780
H 4.63877 0.28018 4.18272
H 4.85250 1.04525 2.57861
H 2.20517 -0.40393 3.84422
H 0.90154 0.72519 3.45168
H 2.56658 0.92311 1.21312
H 3.91167 -1.00159 1.77701
H 2.49829 -2.00490 2.07954
H 2.84466 -1.44502 0.43995
H 0.85971 1.94157 0.36539
H -0.30839 1.68539 1.66929
H -0.49075 0.75907 -1.23114
H -1.47648 2.00992 -0.46550
H -2.26783 0.81764 2.08387
H -3.44875 1.37050 0.88890
H -3.41174 -1.18703 2.04032
H -3.30354 0.66628 -1.47965
H -3.85230 -0.79328 -0.66378
H -2.18659 -2.14784 -1.90368
H -3.35291 -1.31108 -2.91863
H -2.59152 1.07093 -3.77627
H -0.79729 2.10092 -5.09985
H 1.44186 1.06431 -5.16948
H 1.86089 -1.02406 -3.92173
H 0.06881 -2.05315 -2.60242
H -1.90145 -2.06070 0.83504
H -0.69478 -1.65088 -0.38949
H 0.36776 -1.91294 1.77381
H -0.63950 -0.63917 2.48176
*
```

Computed properties:
ΔE to the lowest compared entry with this formula, charge and spin, kcal per mole: 3.9
SMILES: CSC[C@@H](C)N1CCC(CO)(CCc2ccccc2)CC1

---

# 4
A structure of composition C18H2Cl4F4N5O3Sn. Source: the OMol25 dataset; level of theory: wB97M-V/def2-TZVPD.

Geometry as ORCA input:
```
! RIJCOSX wB97M-V def2-TZVPD def2/J DEFGRID3
* xyz -1 1
Sn -1.20121 -4.02878 -1.07451
Cl 4.43957 -1.85921 3.38790
C 2.99127 -2.40625 2.59469
C 2.90868 -2.36346 1.21714
C 1.74490 -2.79891 0.60604
Cl 1.67137 -2.72747 -1.12986
C 0.64732 -3.28973 1.31672
O -0.49450 -3.71728 0.79641
C 0.79229 -3.32071 2.71413
Cl -0.52130 -3.91735 3.66902
C 1.93677 -2.88401 3.35196
H 3.72880 -1.99216 0.62097
H 1.99947 -2.91865 4.42964
F 0.31948 0.67177 -2.24146
C -0.12204 1.75956 -1.59237
C 0.63487 2.88798 -1.66962
F 1.75875 2.82983 -2.39090
C 0.28690 4.10617 -1.02743
C -0.92270 4.01697 -0.28698
C -1.67734 2.88511 -0.21282
F -2.79708 2.93667 0.51796
C -1.33606 1.67427 -0.86698
C -2.12519 0.50474 -0.80912
C -1.79621 -0.67298 -1.50501
N -1.55031 -1.64713 -2.08234
C -3.32880 0.38959 -0.05478
N -4.29424 0.21359 0.54833
F -1.35878 5.09167 0.37758
C 1.05776 5.27855 -1.11786
C 2.27500 5.36091 -1.85104
N 3.25470 5.49820 -2.44164
C 0.69909 6.50313 -0.48652
N 0.45715 7.52700 -0.01691
O -2.69738 -5.21540 -0.00225
N -3.76617 -4.67906 -0.38392
O -3.59549 -3.70229 -1.11521
Cl -0.01938 -5.99484 -1.78898
*
```

Computed properties:
ΔE to the lowest compared entry with this formula, charge and spin, kcal per mole: 0.0

---

no.,energy (Eh),molecular weight (g/mol),largest force on an atom (eV/Å)
1,-4189.04960,598.157,1.1
2,-2119.61156,675.363,2.1
3,-1231.45424,307.503,0.6
4,-3641.17326,672.761,0.3